{"formula": "C4H5O2", "method": "wB97M-V/def2-TZVPD", "gap_ev": [4.77, 4.81], "multiplicity": 2, "s_squared": 0.765, "e_above_lowest_kcal_mol": 26.56, "charge": -2, "homo_ev": [2.496, 2.321], "species": ["O", "C", "H", "C", "O", "C", "H", "H", "H", "C", "H"], "positions_angstrom": [[2.10005, 2.31780, -1.58855], [1.69743, 1.13589, -1.61404], [1.04537, 0.95644, -2.56377], [0.69198, -0.56103, 0.86289], [-0.38079, -0.02153, 1.47451], [-1.69199, -0.27301, 0.97668], [1.62053, -0.38861, 1.40917], [0.54954, -1.51012, 0.33654], [-2.36606, 0.09560, 1.76103], [-2.07240, -0.77437, -0.20441], [-1.19366, -0.97705, -0.85005]], "atomic_forces_ev_per_a": [[-0.2, -0.2, 0.0], [0.9, 0.4, 0.1], [-0.4, 0.0, -0.3], [0.0, -0.5, 0.3], [0.3, 0.3, 0.4], [-0.5, -0.3, -0.8], [-0.2, 0.1, -0.3], [0.0, 0.3, 0.0], [0.1, -0.1, -0.1], [0.0, 0.1, 0.4], [-0.2, 0.0, 0.2]], "nbo_charge": [-0.783, -0.057, -0.084, -0.117, -0.573, -0.100, 0.117, 0.121, 0.117, -0.774, 0.131]}

{"formula": "C4H5O2Pb", "method": "wB97M-V/def2-TZVPD", "gap_ev": [4.76, 4.53], "multiplicity": 2, "s_squared": 0.799, "e_above_lowest_kcal_mol": 142.17, "homo_ev": [-5.760, -5.777], "species": ["H", "O", "C", "C", "C", "C", "O", "Pb", "H", "H", "H", "H"], "positions_angstrom": [[-0.22620, 3.46409, -0.10758], [-1.72647, 0.60456, 0.25418], [-0.52527, -1.33630, -0.04157], [0.72144, -1.31093, 0.13054], [-1.75982, -0.74820, -0.06792], [2.01351, -0.62862, 0.07389], [1.81575, 0.69216, -0.21190], [0.14155, 1.69763, -0.11737], [-2.60252, 1.00215, 0.32302], [2.64670, -0.84941, 0.95246], [-2.71690, -1.15670, -0.38193], [2.21823, -1.43044, -0.80581]], "atomic_forces_ev_per_a": [[0.1, 1.3, 0.4], [-1.5, 0.4, 0.5], [1.1, 0.9, 0.0], [-3.1, 0.8, 1.7], [-0.5, -2.6, -0.1], [-0.9, -4.0, -1.8], [4.5, -0.7, -0.1], [-1.5, 0.9, -0.8], [-0.1, -0.1, 0.0], [-0.1, 0.4, -0.6], [0.4, 0.3, 0.0], [1.6, 2.3, 0.9]], "lowdin_spin": [0.306, 0.100, 0.003, 0.055, -0.026, 0.018, 0.163, 0.377, 0.004, 0.004, 0.000, -0.005]}

{"formula": "C4H5O2S3", "method": "wB97M-V/def2-TZVPD", "gap_ev": [4.83, 6.24], "multiplicity": 3, "s_squared": 2.022, "charge": -1, "homo_ev": [-1.836, -3.783], "species": ["C", "C", "C", "C", "O", "O", "S", "S", "S", "H", "H", "H", "H", "H"], "positions_angstrom": [[2.15058, -1.26311, -0.00658], [0.77370, -1.01720, 0.50150], [-0.01093, -0.04925, 0.02530], [-2.01147, 1.19166, 0.11359], [2.57617, -0.60820, -1.10227], [2.89198, -2.10919, 0.43929], [-2.63476, 0.89125, -1.56992], [-2.83311, 0.11811, 1.37644], [-1.57992, 2.75219, 0.60898], [0.28331, -1.76581, 1.23204], [0.31644, 0.72984, -0.53821], [-1.52783, 1.43872, -2.10589], [-1.91327, 0.41068, 2.34728], [3.51913, -0.71968, -1.32156]], "atomic_forces_ev_per_a": [[1.0, -1.4, 0.1], [-1.8, -0.4, 0.3], [1.8, -3.0, 1.9], [-2.5, 0.8, 0.6], [-0.9, 1.7, -0.8], [0.0, -0.3, 0.8], [0.4, -0.1, 0.7], [0.9, 0.2, -0.5], [0.4, -0.1, -0.1], [1.4, 1.0, -1.2], [0.5, 2.1, -1.9], [-0.1, 0.0, -0.2], [-0.4, -0.1, -0.5], [-0.6, -0.5, 0.8]], "nbo_charge": [0.762, -0.521, 0.121, -0.654, -0.707, -0.629, -0.081, -0.100, -0.307, 0.236, 0.138, 0.114, 0.130, 0.497]}

Number 1: maximum force 1.02 eV/A. Number 2: maximum force 4.53 eV/A. Number 3: maximum force 3.92 eV/A.